ORCA calculation (ωB97M-V/def2-TZVPD) on the molecule C4H6N2O.

Computed properties:
Frontier orbital gap in eV: 10.089
Lowest unoccupied orbital energy in eV: 0.9
Energy above the lowest of the compared OMol25 structures with the same formula, charge and spin in kcal/mol: 41.4
Structure (SMILES): Cc1cc(N)on1

```
13
C4H6N2O, DFT ωB97M-V/def2-TZVPD
O -1.37 -0.22 -0.96
N -1.76 -1.93 0.62
N -0.43 0.76 -1.23
C 0.31 -0.56 0.44
C -0.93 -0.97 0.06
C 1.64 1.60 -0.30
C 0.55 0.58 -0.37
H 2.63 1.19 -0.54
H -2.47 -2.25 -0.04
H -2.22 -1.57 1.45
H 1.42 2.41 -1.00
H 1.69 2.02 0.71
H 0.95 -1.11 1.11
```

Atom charges from the Mulliken analysis, given in e for atoms 1 to 4: number 1, O, carries -0.17; number 2, N, carries -0.58; number 3, N, carries -0.47; number 4, C, carries -0.53

ORCA calculation (ωB97M-V/def2-TZVPD) on the molecule C4H7NO.

Computed properties:
Frontier orbital gap in eV: 8.903
Lowest unoccupied orbital energy in eV: 0.4
Energy above the lowest of the compared OMol25 structures with the same formula, charge and spin in kcal/mol: 122.9

```
13
C4H7NO, DFT ωB97M-V/def2-TZVPD
O 0.86 -0.45 0.52
N -1.43 0.98 0.29
C 0.36 -0.57 -0.73
C -2.00 -0.33 0.07
C 2.20 -0.03 0.31
C -0.89 0.17 -0.80
H -1.74 -1.13 0.75
H -1.10 0.53 -1.81
H 2.38 -0.20 -0.75
H -0.78 0.94 1.08
H 2.21 1.04 0.52
H -2.99 -0.36 -0.38
H 2.91 -0.58 0.93
```

Atom charges from the Mulliken analysis, given in e for atoms 1 to 4: number 1, O, carries -0.19; number 2, N, carries -0.61; number 3, C, carries -0.46; number 4, C, carries -0.40

ORCA calculation (ωB97M-V/def2-TZVPD) on a structure of composition C7H5NO6Tb in a non-equilibrium geometry.

Computed properties:
Frontier orbital gap (alpha / beta) in eV: 8.759 / 9.061
Lowest unoccupied orbital energy (alpha / beta) in eV: -14.3 / -14.0
Multiplicity: 7
Total charge: +3
Energy above the lowest of the compared OMol25 structures with the same formula, charge and spin in kcal/mol: 2.3

```
20
C7H5NO6Tb, DFT ωB97M-V/def2-TZVPD
Tb 0.09 0.69 -1.18
O 0.03 0.26 0.89
O 2.08 -2.28 -1.53
O -2.31 3.37 -1.58
O -2.55 -1.71 -1.54
O 3.07 2.72 -1.58
O 0.05 0.36 -5.00
N -0.23 -1.80 1.76
C -0.01 0.06 3.30
C 2.12 2.08 -1.50
C 1.46 -1.31 -1.52
C -0.07 -0.49 1.92
C 0.06 0.46 -3.85
C -1.54 2.52 -1.50
C -1.71 -0.93 -1.52
H 0.97 0.55 3.46
H -0.83 0.78 3.45
H -0.11 -0.75 4.05
H -0.28 -2.24 0.84
H -0.30 -2.35 2.61
```

Atom charges from the Mulliken analysis, given in e for atoms 1 to 4: number 1, Tb, carries 0.70; number 2, O, carries -0.49; number 3, O, carries -0.01; number 4, O, carries 0.05

ORCA calculation (ωB97M-V/def2-TZVPD) on a structure of composition C25H26Cl2IrNOP2 in a non-equilibrium geometry.

Computed properties:
Frontier orbital gap (alpha / beta) in eV: 5.840 / 6.219
Lowest unoccupied orbital energy (alpha / beta) in eV: -11.3 / -11.5
Multiplicity: 2
Total charge: +3
Energy above the lowest of the compared OMol25 structures with the same formula, charge and spin in kcal/mol: 41.1

```
58
C25H26Cl2IrNOP2, DFT ωB97M-V/def2-TZVPD
Ir 0.68 0.28 0.77
Cl -0.39 -6.42 -1.27
Cl 2.35 -2.38 -3.39
P -1.42 1.07 1.14
P 0.48 1.69 -1.06
O 1.34 -0.93 -1.01
N -0.07 -1.84 1.00
C -3.95 1.30 -2.06
C -1.70 1.69 -2.82
C -1.24 1.51 -1.52
C -3.06 1.60 -3.08
C -0.24 -4.02 -0.03
C -1.46 2.70 1.90
C -2.13 1.22 -0.50
C 0.13 -4.83 -1.18
C -0.75 -2.32 2.05
C 3.97 0.80 0.56
C 1.36 -3.00 -2.16
C -1.23 -3.62 2.10
C 3.61 -0.37 1.28
C 3.31 1.96 0.80
C 0.76 3.45 -0.83
C -2.58 0.14 2.16
C 1.51 1.30 -2.48
C 1.94 0.87 2.53
C 0.91 -4.31 -2.21
C 2.61 -0.34 2.25
C 2.25 2.01 1.77
C 0.99 -2.14 -1.08
C -3.49 1.10 -0.76
C 0.19 -2.69 -0.02
C -0.98 -4.48 1.06
H -3.48 0.75 2.28
H 2.56 1.32 -2.19
H 2.43 -1.22 2.86
H -2.84 -0.82 1.71
H 1.28 0.33 -2.90
H 1.18 -4.94 -3.04
H 0.42 3.95 -1.74
H 4.15 -1.29 1.10
H 3.61 2.87 0.29
H 4.79 0.77 -0.15
H 1.34 2.09 -3.22
H -0.72 3.37 1.47
H -1.01 1.91 -3.63
H -4.20 0.87 0.02
H 1.34 0.96 3.43
H -3.42 1.75 -4.09
H 0.21 3.87 0.01
H -1.78 -3.95 2.98
H -2.16 -0.02 3.15
H -0.91 -1.64 2.87
H 1.80 2.96 2.04
H -5.01 1.21 -2.27
H -1.35 -5.50 1.08
H -2.45 3.13 1.76
H -1.26 2.61 2.97
H 1.82 3.65 -0.69
```

Atom charges from the Mulliken analysis, given in e for atoms 1 to 4: number 1, Ir, carries 1.67; number 2, Cl, carries -0.10; number 3, Cl, carries -0.10; number 4, P, carries 1.45

ORCA calculation (ωB97M-V/def2-TZVPD) on a structure of composition C6H8BiO6 in a non-equilibrium geometry.

Computed properties:
Frontier orbital gap (alpha / beta) in eV: 7.453 / 8.390
Lowest unoccupied orbital energy (alpha / beta) in eV: -0.1 / -1.1
Multiplicity: 2
Energy above the lowest of the compared OMol25 structures with the same formula, charge and spin in kcal/mol: 0.0

```
21
C6H8BiO6, DFT ωB97M-V/def2-TZVPD
Bi 2.32 -0.73 -0.25
O 0.42 -0.72 0.76
O -0.53 -1.28 -2.02
O -0.36 -3.30 -2.87
O -2.36 -2.30 -2.79
O -0.13 1.12 2.04
O 1.80 1.10 0.88
C -0.16 2.55 2.11
C 0.75 0.51 1.25
C -1.51 2.98 2.63
C -1.17 -2.27 -2.61
C 0.92 -3.06 -2.24
C 0.93 -1.57 -1.93
H 0.65 2.88 2.77
H 0.96 -3.69 -1.34
H -1.63 2.70 3.69
H 1.71 -3.37 -2.94
H 1.28 -1.08 -2.86
H -2.32 2.51 2.06
H -1.60 4.07 2.55
H 0.03 2.96 1.11
```

Atom charges from the Mulliken analysis, given in e for atoms 1 to 4: number 1, Bi, carries 0.63; number 2, O, carries -0.55; number 3, O, carries -0.32; number 4, O, carries -0.33

ORCA calculation (ωB97M-V/def2-TZVPD) on the molecule C20H18N2O3 in a non-equilibrium geometry.

Computed properties:
Frontier orbital gap in eV: 7.007
Lowest unoccupied orbital energy in eV: -0.9
Energy above the lowest of the compared OMol25 structures with the same formula, charge and spin in kcal/mol: 123.6
Structure (SMILES): CCOC(=O)c1ccc(N/N=C2/C=CC(=O)C3=CC=CC=C2C3)cc1

```
43
C20H18N2O3, DFT ωB97M-V/def2-TZVPD
O 5.03 4.90 0.73
O -3.84 -4.69 -0.15
O -1.98 -5.24 -1.45
N 1.35 0.55 0.44
N -0.01 0.45 0.60
C 4.10 4.11 0.88
C 2.82 4.65 1.15
C 3.45 1.64 0.62
C 1.97 3.83 2.04
C 4.39 2.68 0.77
C 1.99 1.68 0.73
C -0.21 -1.64 -0.59
C -0.73 -0.70 0.29
C -2.68 -2.17 0.62
C -3.48 -6.63 -2.74
C -0.86 -2.83 -0.86
C -2.45 -6.57 -1.64
C -1.97 -0.99 0.95
C 0.28 3.51 0.30
C -2.12 -3.12 -0.26
C 0.79 5.94 0.43
C -0.13 4.90 0.40
C 1.34 2.93 1.06
C -2.73 -4.42 -0.62
C 2.26 5.70 0.41
H -0.18 2.93 -0.50
H 0.77 -1.48 -1.04
H -3.50 -7.67 -3.09
H 5.43 2.51 0.66
H -3.22 -6.08 -3.65
H -2.79 -7.04 -0.70
H -1.60 -7.16 -1.97
H -2.37 -0.28 1.65
H -1.18 5.17 0.34
H -0.38 -3.51 -1.59
H 2.55 3.30 2.81
H 2.91 6.25 -0.25
H 1.24 4.43 2.62
H -0.49 1.16 1.16
H 3.91 0.65 0.42
H 0.40 6.95 0.28
H -4.47 -6.31 -2.41
H -3.61 -2.32 1.18
```

Atom charges from the Mulliken analysis, given in e for atoms 1 to 4: number 1, O, carries -0.61; number 2, O, carries -0.60; number 3, O, carries -0.31; number 4, N, carries -0.72

ORCA calculation (ωB97M-V/def2-TZVPD) on a structure of composition C42H35N9S3Ti.

Computed properties:
Frontier orbital gap in eV: 7.370
Lowest unoccupied orbital energy in eV: -11.6
Total charge: +4
Energy above the lowest of the compared OMol25 structures with the same formula, charge and spin in kcal/mol: 0.0

```
90
C42H35N9S3Ti, DFT ωB97M-V/def2-TZVPD
Ti 0.06 0.08 0.62
S -2.99 3.14 0.10
S -0.20 3.28 0.44
S -3.00 0.26 -0.08
N 0.65 -0.72 2.44
N 3.90 -0.82 0.85
N 2.15 -1.06 4.73
N 1.90 -0.53 -0.11
N -1.56 -0.31 -0.02
N 4.00 -0.75 -0.50
N -3.03 1.75 -0.61
N 0.24 1.84 0.81
N -1.70 3.55 0.90
C 0.51 4.39 2.75
C 0.05 -0.90 3.62
C 0.26 2.59 -2.16
C -4.92 -0.60 1.66
C -5.19 -0.17 -1.60
C -3.37 -1.81 -1.74
C -3.99 4.05 2.48
C -3.54 3.78 -2.51
C 0.75 4.40 1.38
C 0.16 4.19 -3.94
C 2.75 -0.91 3.55
C 0.00 3.62 -1.27
C 2.00 -0.77 2.39
C 0.82 -1.08 4.76
C 1.74 5.18 0.79
C -4.01 6.06 -3.15
C -4.13 -2.54 -2.64
C -3.11 0.75 2.56
C -3.93 -0.64 -1.24
C 1.28 5.21 3.55
C -6.60 3.40 1.69
C -3.79 6.50 -1.84
C -5.39 -2.10 -3.02
C -0.20 4.94 -1.69
C -4.87 -0.04 4.00
C -3.31 4.25 -1.22
C -5.55 3.09 0.85
C 2.83 -0.58 -1.07
C -5.92 -0.92 -2.50
C -3.88 4.72 -3.48
C -3.75 0.12 1.50
C -5.48 -0.68 2.93
C -0.11 5.21 -3.04
C -5.07 4.35 3.30
C -3.44 5.59 -0.86
C 0.34 2.88 -3.51
C -3.68 0.67 3.82
C 2.50 5.99 1.62
C -4.26 3.41 1.27
C -6.36 4.02 2.91
C 2.27 6.01 2.98
C 2.63 -0.69 1.06
H -6.39 -1.24 3.08
H -3.22 1.17 4.66
H -5.38 -1.12 0.83
H 0.35 -1.23 5.72
H -2.98 4.30 2.77
H -7.20 4.27 3.55
H -0.27 3.77 3.18
H -4.07 4.39 -4.50
H 4.91 -0.85 -0.94
H -2.20 1.33 2.42
H 0.24 4.42 -5.00
H -5.73 2.65 -0.13
H -4.29 6.77 -3.91
H -3.29 5.92 0.16
H -5.97 -2.69 -3.72
H -5.59 0.76 -1.21
H -4.90 4.85 4.24
H 1.94 5.14 -0.27
H -1.03 -0.89 3.65
H -3.45 2.74 -2.75
H 2.66 -0.51 -2.13
H 0.40 1.57 -1.81
H 0.54 2.10 -4.22
H 3.28 6.61 1.19
H -2.40 -2.15 -1.43
H 1.11 5.24 4.62
H -6.90 -0.58 -2.81
H 3.83 -0.93 3.51
H -3.73 -3.46 -3.05
H -0.43 5.73 -0.98
H 2.87 6.65 3.62
H -0.25 6.23 -3.39
H -5.31 -0.10 4.98
H -7.62 3.17 1.38
H -3.90 7.54 -1.59
```

Atom charges from the Mulliken analysis, given in e for atoms 1 to 4: number 1, Ti, carries 0.66; number 2, S, carries 1.18; number 3, S, carries 1.76; number 4, S, carries 2.14

ORCA calculation (ωB97M-V/def2-TZVPD) on a structure of composition C6H12 in a non-equilibrium geometry.

Computed properties:
Frontier orbital gap in eV: 7.936
Lowest unoccupied orbital energy in eV: -0.1
Energy above the lowest of the compared OMol25 structures with the same formula, charge and spin in kcal/mol: 103.6

```
18
C6H12, DFT ωB97M-V/def2-TZVPD
C 2.16 -0.02 0.50
C 0.80 0.20 0.58
C -2.38 -0.45 0.75
C -1.60 0.38 -0.27
C -0.16 -0.03 -0.49
C 0.17 -0.65 -1.63
H -2.08 -0.16 1.76
H -1.69 1.46 -0.13
H -3.44 -0.24 0.67
H 3.43 1.79 0.25
H -2.08 0.27 -1.25
H -0.64 -0.92 -2.30
H 1.20 -0.94 -1.79
H 2.92 1.14 0.17
H -2.10 -1.50 0.67
H 2.50 -0.49 1.41
H 2.46 -0.66 -0.33
H 0.53 0.81 1.43
```

Atom charges from the Mulliken analysis, given in e for atoms 1 to 4: number 1, C, carries -0.97; number 2, C, carries -0.06; number 3, C, carries -1.07; number 4, C, carries -0.74

ORCA calculation (ωB97M-V/def2-TZVPD) on a cluster of 5 separate species, C22H42Cl8N2O2 in total in a non-equilibrium geometry.

Computed properties:
Frontier orbital gap (alpha / beta) in eV: 2.265 / 8.179
Lowest unoccupied orbital energy (alpha / beta) in eV: 2.3 / 1.6
Multiplicity: 4
Total charge: -1

```
76
C22H42Cl8N2O2, DFT ωB97M-V/def2-TZVPD
Cl -13.36 -13.61 -24.79
Cl -18.92 -13.57 -20.70
Cl -12.19 -10.56 -23.78
Cl -19.81 -12.28 -18.21
Cl -21.36 -12.22 -20.49
Cl -16.83 -9.33 -19.27
Cl -15.15 -8.96 -21.68
Cl -18.03 -9.29 -21.87
O -16.16 -6.00 -27.56
O -14.99 -5.43 -20.67
N -16.81 -5.82 -26.24
N -13.95 -4.41 -20.26
C -13.32 -2.00 -19.87
C -16.86 -3.34 -25.95
C -15.93 -8.11 -25.38
C -14.29 -2.62 -22.04
C -12.29 -6.12 -19.09
C -14.23 -2.99 -20.55
C -15.65 -2.66 -19.93
C -17.15 -6.55 -23.86
C -14.87 -5.99 -24.64
C -12.55 -4.94 -20.11
C -14.00 -12.56 -23.51
C -11.90 -5.29 -21.46
C -18.54 -4.73 -24.87
C -16.22 -6.56 -25.10
C -17.60 -4.60 -26.11
C -17.81 -5.16 -23.57
C -11.73 -3.75 -19.46
C -12.96 -11.71 -22.72
C -18.65 -4.41 -27.23
C -16.70 -8.60 -20.90
C -19.74 -12.20 -19.98
C -11.85 -2.36 -20.03
H -11.97 -4.55 -22.26
H -18.88 -3.74 -24.55
H -12.85 -7.05 -19.25
H -16.19 -3.33 -25.09
H -17.15 -4.39 -23.16
H -14.99 -4.97 -24.28
H -14.93 -12.16 -23.93
H -11.94 -3.66 -18.39
H -12.31 -6.23 -21.82
H -18.15 -4.42 -28.20
H -16.88 -7.53 -20.80
H -10.68 -4.03 -19.49
H -18.50 -5.27 -22.73
H -11.56 -2.54 -21.06
H -13.37 -11.06 -21.95
H -11.26 -1.58 -19.56
H -15.15 -8.39 -26.10
H -16.79 -8.64 -25.79
H -19.34 -5.46 -24.86
H -14.39 -13.24 -22.75
H -16.31 -3.52 -19.86
H -16.18 -1.99 -20.61
H -12.26 -12.32 -22.15
H -19.25 -3.50 -27.12
H -16.30 -3.29 -26.88
H -19.20 -11.30 -20.26
H -15.66 -2.29 -18.91
H -17.87 -7.35 -24.01
H -17.57 -2.51 -26.00
H -14.21 -5.90 -25.51
H -16.59 -6.65 -22.93
H -19.40 -5.20 -27.30
H -11.27 -6.49 -19.06
H -13.46 -0.98 -20.23
H -14.43 -1.53 -22.06
H -13.44 -2.89 -22.67
H -15.07 -3.20 -22.54
H -12.49 -5.85 -18.05
H -15.58 -8.66 -24.51
H -14.31 -6.50 -23.86
H -10.82 -5.44 -21.37
H -13.65 -1.95 -18.83
```

Atom charges from the Mulliken analysis, given in e for atoms 1 to 4: number 1, Cl, carries -0.21; number 2, Cl, carries -0.15; number 3, Cl, carries -0.18; number 4, Cl, carries -0.15

ORCA calculation (ωB97M-V/def2-TZVPD) on a structure of composition C30H64AsF12MnN6O6P in a non-equilibrium geometry.

Computed properties:
Frontier orbital gap (alpha / beta) in eV: 8.572 / 8.565
Lowest unoccupied orbital energy (alpha / beta) in eV: 0.2 / 0.2
Multiplicity: 6
Energy above the lowest of the compared OMol25 structures with the same formula, charge and spin in kcal/mol: 0.0

```
121
C30H64AsF12MnN6O6P, DFT ωB97M-V/def2-TZVPD
As 0.33 1.45 -4.36
Mn -0.25 0.96 -0.54
P 1.92 0.71 2.67
F 1.56 2.29 2.87
F 0.93 3.13 -4.26
F 2.28 -0.96 2.52
F 2.87 0.74 3.93
F -1.23 2.06 -5.07
F 0.92 0.66 1.36
F -0.34 1.57 -2.68
F -0.25 -0.21 -4.36
F 1.92 1.08 -3.57
F 0.69 0.39 3.60
F 1.10 1.28 -5.98
F 3.20 1.03 1.69
O -2.25 0.42 -1.32
O -2.04 10.27 3.33
O -1.28 3.95 2.80
O 1.00 2.61 -0.61
O 2.12 -8.47 -5.44
O 1.83 -4.12 -0.30
N -3.67 -5.03 0.03
N -1.40 2.42 0.47
N 1.53 -6.41 -2.27
N -1.31 -0.90 0.72
N 0.84 -0.64 -1.41
N -0.88 7.57 3.08
C -2.81 2.06 0.37
C -0.58 8.67 2.21
C -1.65 -5.98 -0.32
C -2.79 -4.02 -0.16
C 1.88 -3.50 0.96
C -1.12 3.59 -0.35
C -1.39 -1.53 1.72
C 4.34 -1.80 -1.30
C 2.84 -9.68 -5.76
C -2.80 -2.17 3.77
C -3.03 -6.19 -0.19
C -1.13 5.19 3.37
C -1.30 2.92 3.76
C 2.54 -5.38 -0.21
C 2.34 2.89 -0.90
C -0.69 10.01 2.96
C -1.52 -4.57 -0.33
C 0.36 3.87 -0.29
C -2.25 11.52 3.92
C 2.27 -8.05 -4.04
C -1.48 -2.31 2.97
C 1.58 -1.22 -2.12
C 2.76 -5.90 -1.66
C 2.45 -1.89 -3.03
C 1.62 -6.69 -3.72
C -3.06 -0.76 4.28
C -1.11 6.32 2.37
C -3.23 1.40 -0.96
C 3.92 -1.65 -2.80
C -2.60 -0.36 -2.52
H 2.10 -5.92 -4.32
H -4.68 -4.94 0.09
H -0.25 5.29 4.01
H -2.70 -2.83 4.63
H -3.68 -2.48 3.21
H 3.91 -9.51 -5.81
H 2.19 -2.92 -2.81
H -1.76 7.84 3.49
H -2.02 12.31 3.21
H 3.53 -6.67 -1.72
H -1.90 -1.19 -2.62
H -2.79 0.24 -3.41
H 0.61 4.65 -1.00
H 3.11 -5.06 -2.26
H 2.85 -3.43 1.45
H -3.07 1.48 1.25
H 2.05 -8.82 -3.31
H 4.28 -0.66 -3.04
H -3.57 -0.84 -2.40
H 3.81 -1.19 -0.57
H -3.32 11.44 4.10
H -1.67 11.66 4.83
H 4.34 -2.84 -0.96
H 2.41 3.56 -1.76
H -1.68 4.46 0.01
H 0.58 -6.74 -4.06
H -0.07 10.00 3.86
H -2.03 6.30 1.78
H -1.31 -3.36 2.70
H 0.46 8.50 1.92
H 2.78 1.93 -1.15
H 0.74 -5.82 -2.08
H 3.34 -7.93 -3.88
H -0.52 3.00 4.51
H -3.42 2.93 0.61
H -0.98 -6.78 -0.58
H -3.24 2.25 -1.64
H 2.62 -10.49 -5.07
H 4.46 -2.35 -3.43
H 0.69 4.21 0.69
H -0.60 -1.96 3.50
H 3.52 -5.30 0.25
H 1.44 -2.50 0.92
H -0.38 6.05 1.61
H -1.37 2.88 1.37
H 5.39 -1.53 -1.18
H -0.38 10.76 2.25
H 2.86 3.27 -0.02
H 2.55 -9.93 -6.78
H -4.22 0.96 -0.98
H -1.20 8.71 1.31
H -3.65 -7.08 -0.18
H -3.16 -3.01 -0.18
H -4.04 -0.76 4.74
H 2.02 -1.59 -3.99
H -3.05 -0.07 3.44
H 1.98 -6.01 0.48
H -2.29 2.84 4.22
H -0.59 -4.07 -0.53
H -2.28 -0.43 4.97
H -1.08 1.98 3.25
H -2.02 5.40 3.95
H -1.39 3.51 -1.41
H 1.21 -4.06 1.62
```

Atom charges from the Mulliken analysis, given in e for atoms 1 to 4: number 1, As, carries 1.94; number 2, Mn, carries 1.03; number 3, P, carries 1.45; number 4, F, carries -0.31